130
Properties=species:S:1:pos:R:3 method="wB97M-V/def2-TZVPD" homo_ev=-7.84 homo_lumo_gap_ev=2.48 multiplicity=1 charge=+1 lumo_ev=-5.36 max_force_ha_per_bohr=0.05927
C 3.704 3.446 -4.586
C 3.061 4.577 -3.798
C 3.013 5.879 -4.591
C 3.721 4.763 -2.431
C 5.071 5.092 -2.313
C 5.653 5.230 -1.053
C 4.892 5.060 0.105
C 3.535 4.758 0.010
C 2.663 4.530 1.241
C 2.911 5.555 2.345
C 2.806 3.108 1.760
C 2.977 4.599 -1.262
N 1.586 4.218 -1.364
N 0.619 5.155 -1.456
N -0.528 4.443 -1.631
C -1.778 5.161 -1.736
C -2.242 5.523 -3.010
C -1.391 5.245 -4.252
C -0.967 6.543 -4.929
C -2.078 4.296 -5.229
C -3.522 6.071 -3.114
C -4.298 6.263 -1.969
C -3.795 5.949 -0.706
C -2.514 5.412 -0.573
C -1.937 5.035 0.789
C -2.468 3.687 1.266
C -2.164 6.112 1.847
C -0.288 3.073 -1.622
C -1.324 2.079 -1.635
C -1.068 0.781 -1.106
C -2.039 -0.208 -1.134
C -3.296 0.075 -1.657
C -4.327 -1.011 -1.684
F -5.447 -0.660 -2.377
F -3.840 -2.158 -2.258
F -4.728 -1.346 -0.410
C -3.610 1.342 -2.131
C -2.642 2.331 -2.125
C 1.089 2.909 -1.502
C 1.928 1.822 -1.531
H 3.667 2.521 -4.000
H 3.164 3.278 -5.525
H 4.751 3.677 -4.814
H 2.026 4.286 -3.599
H 2.499 6.653 -4.009
H 4.026 6.230 -4.821
H 2.460 5.736 -5.528
H 5.659 5.227 -3.224
H 6.712 5.473 -0.971
H 5.344 5.155 1.094
H 1.628 4.664 0.902
H 2.836 6.571 1.943
H 2.157 5.445 3.132
H 3.905 5.422 2.788
H 2.545 2.384 0.980
H 3.844 2.919 2.064
H 2.150 2.942 2.623
H -0.484 4.746 -3.895
H -0.453 7.190 -4.210
H -0.280 6.339 -5.760
H -1.845 7.077 -5.313
H -2.307 3.339 -4.745
H -3.016 4.729 -5.598
H -1.422 4.093 -6.084
H -3.909 6.325 -4.106
H -5.305 6.670 -2.065
H -4.397 6.106 0.194
H -0.854 4.942 0.641
H -2.258 2.900 0.533
H -2.001 3.399 2.216
H -3.557 3.733 1.398
H -1.835 7.088 1.477
H -3.225 6.174 2.116
H -1.587 5.876 2.749
H -0.087 0.585 -0.669
H -1.810 -1.199 -0.756
H -4.598 1.573 -2.514
H -2.913 3.319 -2.503
H 1.475 0.871 -1.766
H 2.997 1.976 -1.434
C -3.705 -2.743 7.337
C -2.974 -2.570 6.010
N -3.385 -3.646 5.102
C -2.546 -3.932 4.000
C -2.811 -3.451 2.697
C -1.984 -3.795 1.640
C -0.869 -4.677 1.800
C -0.072 -5.034 0.677
C 0.746 -6.192 0.546
C 0.580 -7.377 1.327
C 1.391 -8.492 1.157
C 2.433 -8.492 0.203
N 3.341 -9.579 0.056
C 4.529 -9.480 0.911
C 5.511 -10.611 0.635
O 4.846 -11.876 0.668
C 3.848 -11.946 -0.355
C 2.754 -10.912 -0.109
C 2.599 -7.334 -0.601
C 1.776 -6.235 -0.446
C -0.602 -5.122 3.132
C -1.408 -4.753 4.196
C -4.833 -3.694 4.896
C -5.489 -3.863 6.263
O -5.122 -2.787 7.134
H -3.333 -3.669 7.819
H -3.550 -1.867 7.985
H -3.257 -1.582 5.591
H -1.892 -2.613 6.162
H -3.662 -2.783 2.533
H -2.191 -3.409 0.640
H -0.114 -4.363 -0.183
H -0.214 -7.411 2.070
H 1.248 -9.376 1.785
H 5.007 -8.515 0.707
H 4.244 -9.525 1.980
H 5.994 -10.421 -0.345
H 6.252 -10.670 1.445
H 4.279 -11.772 -1.363
H 3.442 -12.965 -0.265
H 2.173 -11.209 0.783
H 2.087 -10.886 -0.979
H 3.381 -7.353 -1.364
H 1.911 -5.358 -1.079
H 0.265 -5.754 3.316
H -1.220 -5.135 5.203
H -5.195 -2.757 4.433
H -5.080 -4.548 4.258
H -6.584 -3.792 6.181
H -5.183 -4.845 6.678